No. 1
{"formula": "C5H21NO7", "method": "wB97M-V/def2-TZVPD", "elements": ["H", "C", "H", "H", "O", "O", "H", "H", "H", "H", "N", "C", "H", "H", "H", "C", "H", "H", "H", "C", "H", "H", "H", "O", "H", "O", "O", "O", "C", "H", "O", "H", "H", "H"], "xyz": [[0.97600, 0.23034, 2.79118], [-0.02756, 0.99338, 0.08631], [-1.93356, 2.32960, -2.34988], [1.67309, 2.16558, -0.58559], [2.23771, -1.39308, 3.00754], [-2.47576, 0.56940, 3.30908], [1.94876, 0.35692, 0.60802], [0.23398, -1.15456, 3.37190], [-0.83714, 0.59321, -0.55361], [0.72151, -2.02916, 0.96499], [0.52068, -1.10783, 1.29968], [1.01152, -0.12908, 0.31078], [-1.91377, -0.17469, 3.10844], [4.31732, 0.18572, -0.27995], [-2.24761, -0.66040, -2.73497], [0.56876, 2.14291, -0.65730], [2.39147, -1.31302, -0.93402], [2.45876, -2.17491, 2.50279], [4.32147, 0.28449, -1.86423], [1.42306, -0.81173, -0.98170], [-2.32540, -2.19047, -3.07558], [0.65020, -1.48863, -1.36809], [-3.12623, 0.40743, 2.62034], [-1.84332, 1.77086, -3.13182], [-0.87174, 1.76708, -3.11771], [0.00001, 2.83000, -1.59288], [-2.57590, -1.52098, -2.43839], [-3.77643, -0.43285, 0.67536], [0.98881, -0.85020, 2.62142], [-0.47472, 1.13952, 1.08358], [3.99385, 0.65279, -1.04924], [-3.27718, -0.98128, 0.05913], [-4.30190, 0.13063, 0.11395], [1.57127, -0.13700, -1.81956]], "forces_ev_per_angstrom": [[0.6, 0.0, -0.4], [-0.1, -0.9, -0.4], [0.1, 0.1, 0.2], [-0.1, 0.1, 0.0], [0.8, 0.4, 0.2], [-0.3, -0.1, 0.1], [-0.1, 0.0, 0.7], [0.2, -0.6, -0.2], [-0.1, -0.1, 0.2], [0.0, -0.6, 0.1], [0.6, 0.8, -0.1], [0.1, 0.6, -1.1], [0.8, -0.3, 0.1], [0.3, -0.4, -0.2], [0.1, 0.1, -0.2], [1.2, 0.3, 0.7], [-0.1, -0.4, 0.4], [-0.3, -0.1, -0.3], [0.3, -0.5, 0.0], [-0.5, -0.5, -0.9], [0.2, 0.2, -0.2], [0.0, -0.3, 0.4], [-0.4, 0.4, -0.3], [-0.3, -0.6, -0.4], [0.1, 0.2, 0.1], [-0.5, 0.0, -0.2], [-0.3, 0.0, 0.5], [0.0, -0.4, 0.3], [-1.6, 0.1, 0.8], [-0.1, 0.5, -0.1], [-0.3, 1.0, 0.2], [0.2, 0.1, -0.1], [-0.2, 0.3, -0.3], [-0.1, 0.7, 0.3]], "multiplicity": 2, "fmax_ha_per_bohr": 0.035, "homo_energy_ev": [-0.200, -3.669], "energy_ev": -21346.993, "de_lowest_kcal_mol": 16.3, "orbital_gap_ev": [2.9, 6.4], "charge": -1, "s_squared": 0.753}

No. 2
{"formula": "C5H21NO7", "method": "wB97M-V/def2-TZVPD", "elements": ["C", "C", "C", "H", "H", "H", "H", "O", "O", "H", "H", "H", "C", "H", "H", "H", "H", "O", "H", "O", "H", "H", "H", "H", "O", "H", "H", "C", "N", "H", "O", "O", "H", "H"], "xyz": [[-1.69178, -0.54839, -3.12887], [-1.61596, -1.69865, -2.44305], [-2.17574, -1.98831, -1.10038], [2.16843, -4.09506, 1.24160], [-0.77329, -1.76364, 1.84362], [-2.68359, -0.91517, 0.75911], [-1.06414, -2.47183, -2.97097], [0.77315, 2.91858, 0.31337], [-1.53023, -0.48239, 4.62984], [-1.19736, -0.54700, -4.08762], [-1.25083, -0.60186, 3.71942], [3.87986, 2.65916, 0.08991], [-0.21646, -0.90732, 1.43719], [-0.30915, 3.26297, -2.29965], [0.65815, 2.14100, 0.86925], [-0.18384, -0.03266, -0.50705], [2.22143, -2.52186, 1.28037], [0.90232, -0.57916, 1.71476], [2.67059, 1.38021, -2.23881], [4.16485, 1.77632, 0.34139], [-3.24836, -2.21305, -1.13718], [-1.73095, -2.87453, -0.64801], [1.47382, 2.66895, -0.29027], [-2.12670, 0.33894, -2.68434], [1.79748, -3.30349, 1.63821], [1.92782, 0.13455, -2.60203], [-1.64888, 0.46100, 4.77035], [-2.11028, -0.73966, -0.15174], [-0.76641, -0.45414, 0.22168], [-1.07856, 3.65798, -1.07917], [-1.20392, 3.48009, -2.01786], [1.81364, 0.95361, -2.10424], [3.38633, 1.21476, 0.36966], [-2.55156, 0.12635, -0.64652]], "forces_ev_per_angstrom": [[0.2, -0.5, 0.9], [0.2, 0.1, -0.8], [-0.1, -0.3, -0.5], [0.3, 0.2, -0.1], [-0.2, 0.4, 0.6], [0.0, -0.3, 0.0], [-0.1, -0.3, 0.4], [-0.3, -0.1, 0.1], [-0.1, -0.3, 0.0], [-0.3, 0.5, -0.2], [0.0, 0.2, 0.2], [-0.1, 0.1, 0.2], [1.4, -1.0, -1.2], [0.0, 0.0, -0.2], [0.1, 0.1, 0.2], [0.4, 0.2, 0.3], [0.5, -0.2, -0.1], [-0.4, 0.4, 0.4], [0.0, 0.1, 0.1], [0.2, -0.1, -0.2], [0.0, 0.2, 0.0], [0.2, 0.2, 0.1], [0.1, -0.1, -0.2], [0.0, 0.2, -0.5], [-0.8, 0.1, 0.2], [-0.2, 0.0, 0.0], [0.0, 0.1, -0.1], [0.1, 0.5, 1.1], [-1.4, 0.0, -0.7], [0.0, 0.1, 0.1], [0.1, -0.3, 0.1], [0.2, -0.2, 0.0], [-0.1, 0.1, 0.1], [0.1, 0.0, -0.3]], "multiplicity": 2, "fmax_ha_per_bohr": 0.040, "homo_energy_ev": [-14.101, -14.098], "energy_ev": -21337.958, "de_lowest_kcal_mol": 12.8, "orbital_gap_ev": [9.9, 5.0], "charge": 1, "s_squared": 0.764}